No. 1
Computed, not measured: a 11-piece molecular cluster, C23H67NO11 overall, with ωB97M-V/def2-TZVPD.

XYZ file:
```
102
Properties=species:S:1:pos:R:3:mulliken_spin:R:1
C 3.6451 3.5848 2.8626 0.00
C 3.6245 2.6922 4.1292 0.00
O 2.4611 3.1323 4.8644 0.00
H 4.0231 4.5906 3.0459 0.00
H 2.6829 3.6310 2.3527 0.00
H 4.3667 3.0903 2.2123 0.00
H 4.5419 2.7926 4.7093 0.00
H 3.6357 1.6873 3.7072 0.00
H 2.2643 4.0481 4.6543 0.00
C 0.6242 0.7788 -4.3796 0.01
C -0.9044 0.6037 -4.3099 -0.01
O -1.3344 -0.5160 -5.0309 0.00
H 0.9574 0.8191 -5.4166 0.00
H 1.0694 -0.0243 -3.7922 0.00
H 0.8029 1.7659 -3.9533 0.00
H -1.3550 1.4894 -4.7577 0.00
H -1.1855 0.5742 -3.2572 0.01
H -2.2767 -0.4695 -5.2085 0.00
C -0.3384 -3.8585 -4.4872 0.00
C -1.8380 -3.7632 -4.2512 0.00
O -2.1822 -3.1031 -3.0568 0.00
H -0.0935 -3.9078 -5.5482 0.00
H -0.1221 -4.8657 -4.1309 0.00
H 0.2120 -3.0316 -4.0385 0.00
H -2.4979 -4.6296 -4.2949 0.00
H -2.1833 -3.0060 -4.9551 0.00
H -2.0116 -2.1693 -3.2002 0.00
C -3.1478 -3.3899 0.9728 0.00
C -2.6848 -3.0947 2.4040 0.00
O -2.1435 -1.7802 2.5209 0.00
H -2.3408 -3.0693 0.3140 0.00
H -4.1257 -2.9172 0.8811 0.00
H -3.4059 -4.4414 0.8475 0.00
H -1.9733 -3.7859 2.8558 0.00
H -3.5932 -3.0874 3.0063 0.00
H -1.7956 -1.6830 3.4103 0.00
C 1.5026 -4.9962 0.9750 0.00
C 0.5232 -4.7223 2.1380 0.00
O 1.1816 -5.3347 3.2308 0.00
H 1.1455 -4.5464 0.0486 0.00
H 1.6772 -6.0294 0.6746 0.00
H 2.3731 -4.3654 1.1552 0.00
H -0.4818 -5.1264 2.0168 0.00
H 0.2829 -3.7327 2.5267 0.00
H 1.6319 -6.1450 2.9814 0.00
C 5.9042 3.7195 -0.6471 0.00
C 5.0233 4.0794 -1.8669 0.00
O 3.6514 4.2793 -1.6374 0.00
H 6.0409 4.5940 -0.0110 0.00
H 6.9618 3.4910 -0.7784 0.00
H 5.3918 2.9804 -0.0312 0.00
H 5.1092 3.4570 -2.7577 0.00
H 5.4015 5.0329 -2.2357 0.00
H 3.2690 3.5143 -1.2012 0.00
C -5.0873 -0.1943 -1.7962 0.00
C -5.0919 -1.6623 -1.9019 0.00
O -4.5773 -2.0587 -3.1564 0.00
H -5.2128 0.2116 -0.7924 0.00
H -5.9190 0.2354 -2.3544 0.00
H -4.1550 0.1735 -2.2248 0.00
H -6.0907 -2.0961 -1.8543 0.00
H -4.5316 -2.2665 -1.1884 0.00
H -3.9138 -2.7260 -2.9663 0.00
C 1.1405 -0.5225 1.5431 0.09
C 0.9577 -0.2634 0.0459 -0.02
C -0.4774 -0.7185 -0.4385 0.04
C -1.6343 0.2092 -0.0917 -0.02
C -1.2745 1.6505 -0.5422 0.04
C 0.0090 2.2606 0.0555 -0.04
N 1.0775 1.2267 -0.2732 0.72
O 2.3848 1.6278 0.0217 0.06
C 0.4542 3.5316 -0.7566 0.03
C -0.1506 2.7324 1.5074 0.08
C 2.0404 -1.0789 -0.6791 0.03
H 1.0283 -1.5956 1.6983 0.00
H 0.3049 -0.0718 2.0785 -0.01
H 2.0189 -0.2965 2.1476 0.00
H -0.5522 -0.7487 -1.5255 -0.01
H -0.7628 -1.6464 0.0572 0.00
H -1.5812 0.2745 0.9951 0.00
H -2.6164 -0.1421 -0.4080 0.00
H -2.1610 2.1222 -0.1182 0.00
H -1.4565 1.7408 -1.6131 0.00
H 1.2928 4.0202 -0.2604 0.00
H 0.7302 3.3153 -1.7886 -0.01
H -0.3807 4.2316 -0.7255 0.00
H 0.8305 3.0790 1.8321 -0.01
H -0.9537 3.4375 1.7220 0.00
H -0.4855 1.8572 2.0642 -0.01
H 2.0872 -0.7556 -1.7190 -0.01
H 1.8380 -2.1402 -0.5350 0.00
H 3.0247 -0.7306 -0.3661 0.00
H 2.3299 1.9556 0.9223 0.02
O -1.2375 2.0848 4.6470 0.00
H -0.8430 1.4746 4.0240 0.00
H -1.4758 1.5408 5.3977 0.00
O -3.5468 5.2120 2.9482 0.00
H -3.0058 5.5240 2.2229 0.00
H -3.4880 4.2579 2.8983 0.00
O 0.0451 -0.9570 4.8141 0.00
H 0.4027 -1.8167 5.0359 0.00
H 0.6988 -0.3353 5.1342 0.00
```

Its HOMO energy (spin up / spin down) is -11.76 / -11.76 eV. Its max |F| is 3.73 eV/A. Its multiplicity is 2. Its net charge is +1.

***

No. 2
Computed, not measured: a 2-piece molecular cluster, Br2IOP overall, with ωB97M-V/def2-TZVPD.

XYZ file:
```
5
Properties=species:S:1:pos:R:3:lowdin_charge:R:1
O 0.9159 0.8420 -0.4855 -0.68
P 1.9587 0.0270 0.1796 0.52
Br -2.0165 1.8290 -0.1022 -0.13
Br 1.1948 -2.1276 0.0469 0.05
I -2.0529 -0.5704 0.3612 0.24
```

The structure (SMILES) is O=PBr.BrI. Its HOMO energy is -9.28 eV. Its max |F| is 1.77 eV/A. Its net charge is 0.

***

No. 3
Computed, not measured: CH4N2O3P as an isolated structure, with ωB97M-V/def2-TZVPD.

XYZ file:
```
11
Properties=species:S:1:pos:R:3:lowdin_charge:R:1
C -0.3830 -1.1467 0.6817 -0.02
N 0.2429 -0.4689 -0.2417 0.04
N 0.7399 -2.8895 1.0280 -0.15
O -0.0150 1.9883 -1.7159 -0.34
O -1.7432 1.7156 0.1319 -0.33
O 0.6013 2.6858 0.6627 -0.33
P -0.3760 2.1014 -0.2722 0.16
H -1.1666 -0.6679 1.1228 0.02
H 0.0058 0.5176 -0.5742 -0.02
H 0.9358 -0.9770 -0.8868 0.15
H 1.1581 -2.8587 0.0636 -0.18
```

Its HOMO energy (spin up / spin down) is -4.44 / -4.44 eV. Its max |F| is 7.53 eV/A. Its net charge is -1.

***

- What is the max |F| in the first record?
  3.73 eV/A

***

- What is the formula in the second record?
  Br2IOP

***

- Which value of max |F| does entry 2 give?
  1.77 eV/A

***

- Among the records above, which one has the lowest max |F|?
  Br2IOP